(1)
C74H78CaI2N6O5P2SSi | ωB97M-V/def2-TZVPD

The value obtained for the molar mass is 1547.46 g/mol. The total charge is -2. As for the HOMO energy: -0.09966 hartree. For the energy above the lowest of the compared OMol25 structures with the same formula, charge and spin, the calculation gives 0.00 kcal per mole.

XYZ file:
```
170
Properties=species:S:1:pos:R:3:forces:R:3
Ca -0.0076 -0.2877 0.5636 0.0 1.0 -1.1
O -2.0224 -0.3895 1.3620 -0.7 -0.6 -0.4
C -3.1286 -1.0235 1.5335 -0.8 -0.5 0.3
C -4.3159 -0.6343 0.8645 0.3 0.1 -0.1
C -5.5432 -1.1686 1.1676 -0.1 0.0 0.1
C -5.6627 -2.1551 2.1384 -0.3 0.0 0.1
C -4.5193 -2.6195 2.7543 0.0 0.0 0.0
C -3.2625 -2.0904 2.4719 -0.2 0.3 -0.5
C -2.1166 -2.6266 3.1797 0.1 -0.2 0.4
N -0.8856 -2.7985 2.7553 -0.2 0.3 -0.5
C -0.2128 -3.3972 3.7702 0.1 -0.2 0.3
C -1.0354 -3.5972 4.8381 0.1 -0.1 0.1
N -2.2542 -3.1158 4.4496 -0.1 -0.1 -0.2
H -4.2341 0.1206 0.0985 0.0 0.0 -0.1
H -6.4280 -0.8113 0.6549 0.0 0.0 -0.1
H -6.6315 -2.5573 2.4040 0.0 -0.1 0.0
H -4.6071 -3.4313 3.4681 0.0 0.0 0.0
H 0.8185 -3.6761 3.6688 0.2 0.0 0.1
H -0.8689 -4.0280 5.8048 0.0 -0.1 0.2
H -3.0821 -3.0316 5.0150 0.1 0.1 0.0
C -0.2695 2.7543 3.4959 -0.3 -0.2 0.2
N 0.5105 3.7564 2.8024 -0.1 -0.3 -0.1
C 0.4369 3.8035 1.3681 0.1 0.0 -0.6
P 1.5753 2.6085 0.4368 0.9 1.1 1.2
C 3.1459 3.0587 1.3837 -0.1 -0.2 -0.1
C 3.4920 2.1417 2.3706 -0.2 0.1 -0.1
C 4.6979 2.2256 3.0407 0.2 0.0 0.2
C 5.6000 3.2255 2.7161 0.1 0.0 0.1
C 5.2671 4.1531 1.7445 0.1 0.2 -0.1
C 4.0501 4.0773 1.0928 0.0 0.0 0.0
C 2.0554 3.6494 -1.0064 0.0 -0.1 -0.1
C 3.2242 3.2908 -1.6758 0.0 0.0 0.0
C 3.6656 3.9897 -2.7809 0.1 -0.1 -0.1
C 2.9365 5.0718 -3.2504 0.0 0.2 -0.1
C 1.7757 5.4412 -2.5960 0.0 0.2 -0.2
C 1.3357 4.7355 -1.4896 0.1 0.0 0.2
C 1.2117 4.6714 3.5340 0.1 0.3 0.2
C 1.2011 4.6408 4.9433 -0.1 -0.3 0.0
C 1.8245 5.6162 5.6922 0.1 0.2 0.1
C 2.4958 6.6656 5.0903 0.1 0.1 0.2
C 2.5541 6.6908 3.7076 0.0 0.1 0.1
C 1.9403 5.7224 2.9451 -0.1 0.0 -0.3
P -1.2376 1.5184 2.4076 0.2 1.6 1.2
C -2.6718 2.5730 1.9285 0.1 -0.1 -0.3
C -3.1676 2.3848 0.6440 0.1 0.0 0.2
C -4.2717 3.0910 0.1967 -0.1 0.1 -0.1
C -4.9033 3.9935 1.0365 -0.1 0.0 -0.1
C -4.4200 4.1883 2.3222 -0.1 0.1 0.1
C -3.3097 3.4879 2.7625 0.0 0.1 0.0
C -2.0211 0.7423 3.8809 0.1 -0.2 0.0
C -1.1983 0.0806 4.7851 0.1 0.0 -0.1
C -1.6992 -0.4759 5.9458 0.0 0.0 0.2
C -3.0582 -0.4151 6.2101 0.0 0.0 0.1
C -3.9004 0.1683 5.2798 -0.2 0.0 0.1
C -3.3909 0.7395 4.1263 0.0 0.1 -0.1
H -0.9383 3.2478 4.2198 0.1 -0.2 0.0
H 0.4056 2.0980 4.0639 -0.1 0.0 0.0
H 0.6347 4.8219 1.0297 -0.2 -0.1 0.0
H -0.5775 3.5297 1.0655 0.1 0.2 -0.1
H 2.7804 1.3542 2.5771 0.0 -0.2 0.1
H 4.9476 1.5093 3.8091 0.0 -0.1 0.1
H 6.5583 3.2848 3.2165 0.0 0.0 0.0
H 5.9693 4.9335 1.4777 0.0 0.1 0.0
H 3.8184 4.8160 0.3360 0.0 0.0 0.0
H 3.7989 2.4544 -1.3069 0.1 0.0 0.0
H 4.5805 3.6891 -3.2776 0.0 0.0 0.0
H 3.2756 5.6273 -4.1151 0.0 0.0 -0.1
H 1.1970 6.2857 -2.9493 0.0 0.0 0.0
H 0.4082 5.0308 -1.0254 0.0 0.1 0.1
H 0.7118 3.8362 5.4672 -0.1 -0.1 0.0
H 1.7831 5.5557 6.7715 0.0 -0.1 0.1
H 2.9782 7.4313 5.6816 0.0 0.0 0.0
H 3.0898 7.4873 3.2099 0.1 0.0 -0.1
H 2.0537 5.7820 1.8761 0.0 0.0 -0.1
H -2.6617 1.6705 0.0102 -0.1 0.0 -0.1
H -4.6398 2.9322 -0.8086 0.0 0.0 -0.1
H -5.7734 4.5424 0.6970 0.0 0.0 0.0
H -4.9281 4.8717 2.9944 0.1 0.0 0.0
H -2.9619 3.6377 3.7763 0.0 0.0 0.0
H -0.1549 -0.0158 4.5436 0.2 0.0 0.1
H -1.0309 -0.9614 6.6444 0.1 0.0 0.0
H -3.4591 -0.8304 7.1273 0.0 0.0 0.0
H -4.9678 0.1863 5.4563 -0.1 0.0 0.0
H -4.0770 1.1758 3.4163 0.0 0.0 0.0
I 2.5801 -0.0179 5.4078 0.1 -0.2 -0.3
C 2.8380 -1.3621 3.7913 -0.4 0.8 0.4
C 3.8183 -2.3258 3.9064 0.3 -0.5 -0.2
C 3.9695 -3.2539 2.9054 0.8 -0.4 0.6
I 5.5561 -4.6705 3.1040 -0.4 0.3 0.0
C 3.1008 -3.2928 1.8050 -0.4 0.3 -0.2
C 3.1079 -4.2773 0.7989 -0.2 -0.1 -0.2
C 2.1614 -4.2408 -0.1871 0.2 -0.1 0.1
C 1.2218 -3.1984 -0.2037 0.0 -0.3 -0.3
N 1.2150 -2.2562 0.7015 0.0 -0.5 -0.5
C 2.1043 -2.2778 1.6950 0.8 -0.3 0.6
C 1.9852 -1.2122 2.6770 0.9 -0.5 0.7
O 1.1834 -0.2602 2.5406 -0.5 0.3 -0.1
H 4.4550 -2.3432 4.7807 0.0 0.0 0.0
H 3.8545 -5.0603 0.8283 0.0 0.0 0.0
H 2.1469 -4.9955 -0.9584 -0.1 0.0 0.0
H 0.4850 -3.1341 -0.9930 -0.1 0.0 -0.1
C 3.1212 -0.8225 -1.3844 0.2 -0.2 -0.1
N 2.0205 0.0838 -1.1238 -0.5 -0.1 0.1
C 1.5077 0.6410 -2.1602 0.6 -0.4 -0.3
C 0.4762 1.6014 -2.1817 -0.8 0.6 -0.5
C -0.0643 2.1665 -3.3471 0.4 -0.2 0.1
C -1.0324 3.0697 -2.9360 -0.2 0.2 0.0
C -1.0340 3.0167 -1.5454 -0.3 0.1 -0.2
N -0.1378 2.1410 -1.0760 -0.8 -0.8 0.1
C 4.4379 -0.1081 -1.5538 0.2 -0.1 0.0
C 5.0705 -0.0586 -2.7891 -0.1 -0.1 0.0
C 6.2955 0.5696 -2.9366 0.2 0.1 -0.1
C 6.9069 1.1704 -1.8501 0.1 0.0 -0.1
C 6.2785 1.1380 -0.6152 0.1 0.0 0.2
C 5.0611 0.4972 -0.4662 -0.1 -0.1 0.0
H 2.9220 -1.4246 -2.2859 0.0 0.0 0.2
H 3.2172 -1.4970 -0.5317 0.0 -0.1 -0.1
H 1.9007 0.3933 -3.1606 0.0 0.0 0.1
H 0.2321 1.9428 -4.3566 0.1 -0.1 -0.2
H -1.6751 3.6800 -3.5486 0.0 0.1 -0.1
H -1.6612 3.6050 -0.8910 0.1 0.0 0.1
H 4.6040 -0.5241 -3.6470 -0.1 -0.1 0.0
H 6.7798 0.5801 -3.9044 0.0 0.0 -0.1
H 7.8669 1.6592 -1.9636 0.0 0.0 0.0
H 6.7387 1.6144 0.2392 0.0 0.0 0.1
H 4.5716 0.4842 0.4970 0.0 0.0 0.1
C -4.7854 -4.6740 -1.6507 0.2 0.2 -0.3
C -4.2283 -3.7385 -2.7339 -1.0 -0.1 0.0
C -4.5876 -2.2935 -2.3984 0.2 -0.2 0.1
C -4.8079 -4.1083 -4.1090 0.2 0.1 0.3
O -2.8429 -3.9428 -2.7715 0.4 -0.1 0.1
Si -1.6400 -2.8691 -3.1300 0.1 0.5 0.4
S -1.3500 -1.2609 -1.8997 0.0 -0.4 0.0
O -0.3004 -3.8426 -3.1794 0.2 0.3 0.2
C -0.1559 -5.1263 -3.7275 0.2 -0.8 -0.3
C 1.3467 -5.3528 -3.9564 -0.4 0.1 0.1
C -0.6994 -6.1684 -2.7423 0.1 0.3 -0.1
C -0.8891 -5.2674 -5.0647 0.1 0.1 0.2
O -2.0361 -2.4469 -4.6928 -0.2 -0.4 0.1
C -1.5226 -1.3835 -5.4537 0.1 0.7 -0.7
C -0.0134 -1.2415 -5.2548 -0.2 -0.1 0.0
C -1.8308 -1.6969 -6.9293 0.1 0.0 0.4
C -2.2138 -0.0801 -5.0413 0.1 -0.3 0.0
H -5.8675 -4.5790 -1.5842 -0.1 0.0 0.0
H -4.3431 -4.4121 -0.6925 0.0 0.0 0.1
H -4.5292 -5.7073 -1.8820 0.0 -0.1 0.0
H -5.6642 -2.1831 -2.2819 -0.1 0.0 0.0
H -4.2361 -1.6375 -3.1889 0.0 0.2 -0.1
H -4.0911 -1.9999 -1.4779 -0.1 0.1 0.1
H -5.8774 -3.9090 -4.1433 -0.1 0.0 0.0
H -4.6336 -5.1628 -4.3192 0.0 -0.1 0.0
H -4.3009 -3.5146 -4.8650 0.0 0.1 -0.1
H 1.8812 -5.2841 -3.0132 0.1 0.0 0.1
H 1.7389 -4.5853 -4.6203 0.0 0.1 -0.1
H 1.5179 -6.3346 -4.3966 0.1 -0.1 0.0
H -0.1450 -6.1242 -1.8078 0.1 0.0 0.1
H -0.6222 -7.1697 -3.1652 0.0 -0.1 0.0
H -1.7372 -5.9303 -2.5308 -0.1 -0.1 0.0
H -0.5240 -4.5220 -5.7664 0.0 0.1 -0.1
H -1.9493 -5.0982 -4.9131 -0.2 0.0 -0.1
H -0.7292 -6.2625 -5.4796 0.0 -0.1 0.0
H 0.4857 -2.1848 -5.4665 0.1 -0.1 -0.1
H 0.1710 -0.9817 -4.2166 0.2 0.1 0.1
H 0.3874 -0.4659 -5.9043 0.1 0.1 -0.1
H -1.3107 -2.6008 -7.2416 0.1 -0.1 0.0
H -1.5120 -0.8713 -7.5633 0.0 0.1 -0.1
H -2.9003 -1.8520 -7.0598 -0.1 0.0 0.0
H -2.0046 0.1028 -3.9890 0.0 0.1 0.0
H -3.2909 -0.1671 -5.1761 -0.1 0.0 -0.1
H -1.8469 0.7555 -5.6326 0.0 0.1 -0.1
```
Forces are in eV/Å.

Atom charges from the Löwdin analysis, given in e for atoms 1 to 99: atom 1 (Ca): 1.123, atom 2 (O): -0.424, atom 3 (C): -0.368, atom 4 (C): -0.033, atom 5 (C): -0.109, atom 6 (C): -0.130, atom 7 (C): -0.067, atom 8 (C): -0.091, atom 9 (C): -0.288, atom 10 (N): 0.152, atom 11 (C): -0.138, atom 12 (C): -0.111, atom 13 (N): 0.095, atom 14 (H): 0.097, atom 15 (H): 0.096, atom 16 (H): 0.081, atom 17 (H): 0.099, atom 18 (H): 0.095, atom 19 (H): 0.095, atom 20 (H): 0.136, atom 21 (C): -0.285, atom 22 (N): -0.148, atom 23 (C): -0.294, atom 24 (P): 1.110, atom 25 (C): -0.335, atom 26 (C): -0.128, atom 27 (C): -0.105, atom 28 (C): -0.113, atom 29 (C): -0.102, atom 30 (C): -0.111, atom 31 (C): -0.348, atom 32 (C): -0.112, atom 33 (C): -0.084, atom 34 (C): -0.112, atom 35 (C): -0.095, atom 36 (C): -0.102, atom 37 (C): -0.218, atom 38 (C): -0.033, atom 39 (C): -0.118, atom 40 (C): -0.139, atom 41 (C): -0.109, atom 42 (C): -0.035, atom 43 (P): 1.085, atom 44 (C): -0.343, atom 45 (C): -0.135, atom 46 (C): -0.081, atom 47 (C): -0.101, atom 48 (C): -0.096, atom 49 (C): -0.097, atom 50 (C): -0.306, atom 51 (C): -0.110, atom 52 (C): -0.103, atom 53 (C): -0.121, atom 54 (C): -0.090, atom 55 (C): -0.080, atom 56 (H): 0.084, atom 57 (H): 0.058, atom 58 (H): 0.071, atom 59 (H): 0.042, atom 60 (H): 0.050, atom 61 (H): 0.066, atom 62 (H): 0.090, atom 63 (H): 0.093, atom 64 (H): 0.102, atom 65 (H): 0.083, atom 66 (H): 0.095, atom 67 (H): 0.086, atom 68 (H): 0.095, atom 69 (H): 0.090, atom 70 (H): 0.089, atom 71 (H): 0.092, atom 72 (H): 0.082, atom 73 (H): 0.095, atom 74 (H): 0.087, atom 75 (H): 0.084, atom 76 (H): 0.107, atom 77 (H): 0.091, atom 78 (H): 0.094, atom 79 (H): 0.101, atom 80 (H): 0.013, atom 81 (H): 0.097, atom 82 (H): 0.091, atom 83 (H): 0.097, atom 84 (H): 0.106, atom 85 (I): 0.943, atom 86 (C): -0.588, atom 87 (C): -0.258, atom 88 (C): -0.647, atom 89 (I): 0.785, atom 90 (C): -0.231, atom 91 (C): -0.049, atom 92 (C): -0.027, atom 93 (C): -0.122, atom 94 (N): -0.004, atom 95 (C): -0.192, atom 96 (C): -0.487, atom 97 (O): -0.252, atom 98 (H): 0.069, atom 99 (H): 0.052

=====

(2)
C4H9NO2 | ωB97M-V/def2-TZVPD

The value obtained for the molar mass is 103.12 g/mol. As for the HOMO energy: -0.35938 hartree. The SMILES is C[C@@H]1C[C@@](N)(O)O1. For the energy above the lowest of the compared OMol25 structures with the same formula, charge and spin, the calculation gives 31.67 kcal per mole.

XYZ file:
```
16
Properties=species:S:1:pos:R:3:forces:R:3
C 0.4678 -0.6826 1.9308 0.0 0.0 0.0
C 0.8072 0.0384 0.6434 0.1 0.1 0.3
C -0.1909 1.0724 0.1090 0.0 0.1 0.0
C -0.2653 0.1798 -1.1426 -0.2 0.0 0.1
N -1.5616 -0.2567 -1.5114 0.1 -0.2 0.1
O 0.3437 0.6501 -2.3039 0.2 0.0 0.0
O 0.6004 -0.8027 -0.5150 0.0 -0.1 -0.1
H -0.5403 -1.1069 1.8698 0.1 0.1 0.0
H 0.5040 -0.0003 2.7876 0.0 0.0 -0.2
H 1.1723 -1.5003 2.1145 -0.1 0.1 0.0
H 1.8447 0.3987 0.6660 -0.1 0.0 0.0
H -1.1318 1.1173 0.6670 0.2 0.0 -0.1
H 0.1783 2.0819 -0.0823 0.0 -0.2 0.0
H -1.4916 -0.9064 -2.2886 -0.1 0.1 0.0
H -2.0179 -0.7153 -0.7307 0.0 0.1 -0.1
H 1.2807 0.4325 -2.2137 -0.1 0.1 -0.1
```
Forces are in eV/Å.

And the Löwdin charges, in e, turn out to be: atom 1 (C): -0.044, atom 2 (C): -0.361, atom 3 (C): -0.020, atom 4 (C): -0.642, atom 5 (N): 0.133, atom 6 (O): 0.047, atom 7 (O): -0.034, atom 8 (H): 0.082, atom 9 (H): 0.084, atom 10 (H): 0.081, atom 11 (H): 0.141, atom 12 (H): 0.118, atom 13 (H): 0.119, atom 14 (H): 0.095, atom 15 (H): 0.090, atom 16 (H): 0.112

=====

(3)
C3H12FHfN6O3 | ωB97M-V/def2-TZVPD

The value obtained for the molar mass is 377.66 g/mol. The total charge is +3. As for the HOMO energy: -0.72988 hartree. For the energy above the lowest of the compared OMol25 structures with the same formula, charge and spin, the calculation gives 225.09 kcal per mole.

XYZ file:
```
26
Properties=species:S:1:pos:R:3:forces:R:3
Hf 0.7432 -2.8158 1.4143 0.8 4.9 -2.5
F 0.1965 -0.4943 1.3360 0.4 -3.7 0.1
C -3.4512 0.2596 1.5294 -2.2 3.7 0.9
O -4.5253 0.8282 1.7133 0.0 -0.7 0.4
N -2.2682 0.7471 1.8909 1.8 1.7 0.4
N -3.2662 -0.8791 0.9603 0.6 -4.4 -2.5
H -2.1441 1.5519 2.4884 -0.2 0.1 0.1
H -1.5001 0.3157 1.3968 0.5 0.0 1.2
H -2.3368 -1.2624 1.0579 -0.3 -0.4 0.1
H -3.9635 -1.5366 0.6416 -0.6 0.3 0.0
C -0.5146 2.1913 -0.8842 -0.2 -3.6 0.6
O -0.7617 3.0290 -1.6156 -1.9 5.8 -5.0
N -0.8941 0.9300 -1.0311 -0.6 -3.8 -0.8
N -0.0050 2.4027 0.2863 1.9 0.2 4.2
H -0.6585 0.2243 -0.3481 0.2 0.1 0.2
H -1.5259 0.6059 -1.7493 0.1 0.5 -0.5
H 0.1308 3.3630 0.5682 0.3 0.3 0.4
H 0.0242 1.6193 0.9231 0.4 0.5 0.6
C 2.8775 -1.5263 -1.1811 5.0 0.6 -1.1
O 1.8481 -1.7094 -0.5733 -6.2 -2.2 4.3
N 3.9918 -2.1601 -0.8915 0.0 -1.4 1.2
N 3.0526 -0.5800 -2.0600 -1.5 0.5 -0.5
H 4.8435 -1.9814 -1.4043 0.2 -0.5 0.4
H 3.9007 -2.6860 -0.0341 1.2 -0.3 -0.4
H 2.1824 -0.1061 -2.2555 0.8 0.8 -0.8
H 4.0241 -0.3302 -2.1783 -0.6 0.9 -0.9
```
Forces are in eV/Å.

And the Löwdin charges, in e, turn out to be: atom 1 (Hf): 1.987, atom 2 (F): -0.595, atom 3 (C): -0.594, atom 4 (O): 0.288, atom 5 (N): 0.262, atom 6 (N): 0.279, atom 7 (H): 0.169, atom 8 (H): 0.031, atom 9 (H): 0.082, atom 10 (H): 0.176, atom 11 (C): -0.701, atom 12 (O): 0.331, atom 13 (N): 0.273, atom 14 (N): 0.367, atom 15 (H): 0.061, atom 16 (H): 0.164, atom 17 (H): 0.188, atom 18 (H): 0.099, atom 19 (C): -0.721, atom 20 (O): -0.176, atom 21 (N): 0.221, atom 22 (N): 0.243, atom 23 (H): 0.154, atom 24 (H): 0.116, atom 25 (H): 0.139, atom 26 (H): 0.156